# 1
# C20H21Cl4O3

2 unconnected molecules or ions with the total composition C20H21Cl4O3 (ωB97M-V/def2-TZVPD, the OMol25 dataset).

Element x y z (Å)
Cl (2.764, -0.980, 3.092)
C (1.284, -0.100, 3.057)
C (1.297, 1.254, 2.958)
Cl (2.795, 2.099, 2.872)
C (0.069, 2.017, 2.930)
O (0.082, 3.237, 2.871)
C (-1.175, 1.280, 2.979)
Cl (-2.657, 2.156, 2.928)
C (-1.188, -0.073, 3.075)
Cl (-2.684, -0.925, 3.125)
C (0.040, -0.834, 3.145)
O (0.025, -2.046, 3.288)
C (-3.762, -5.240, -0.438)
C (-2.420, -4.495, -0.395)
C (-2.231, -3.886, 1.004)
C (-1.287, -5.496, -0.673)
C (-2.377, -3.385, -1.443)
C (-1.181, -2.583, -1.535)
O (-0.224, -2.785, -0.775)
C (-1.121, -1.545, -2.534)
C (0.161, -0.718, -2.636)
C (0.051, 0.332, -3.749)
C (1.339, -1.654, -2.951)
C (0.417, -0.004, -1.298)
C (-2.200, -1.352, -3.362)
C (-3.338, -2.133, -3.257)
C (-3.417, -3.134, -2.306)
H (-3.915, -5.700, -1.414)
H (-3.791, -6.031, 0.310)
H (-4.587, -4.558, -0.234)
H (-1.264, -3.389, 1.078)
H (-3.006, -3.151, 1.215)
H (-2.277, -4.655, 1.774)
H (-0.319, -5.002, -0.599)
H (-1.306, -6.318, 0.041)
H (-1.379, -5.914, -1.675)
H (-0.771, 1.019, -3.548)
H (0.964, 0.919, -3.822)
H (-0.115, -0.147, -4.713)
H (1.467, -2.383, -2.152)
H (1.164, -2.196, -3.879)
H (2.269, -1.095, -3.055)
H (0.547, -0.731, -0.498)
H (1.315, 0.612, -1.349)
H (-0.421, 0.641, -1.037)
H (-2.175, -0.585, -4.116)
H (-4.165, -1.963, -3.925)
H (-4.317, -3.720, -2.256)

Values from the calculation:
highest occupied orbital energy = -2.9 eV
largest force on an atom = 2.9 eV Å⁻¹
orbital gap = 0.093 hartree
energy relative to the best compared isomer or geometry (same formula, charge and spin) = 0.312 eV
molecular weight = 451.20 Da
net charge = -1


# 2
# C13H14N4O8S

C13H14N4O8S in the gas phase (ωB97M-V/def2-TZVPD, the OMol25 dataset).

Element x y z (Å)
N (-0.669, 3.945, 3.670)
C (-1.208, 2.650, 3.522)
S (-2.339, 2.138, 4.670)
C (-0.697, 1.794, 2.454)
N (0.410, 2.226, 1.702)
C (0.580, 1.279, 0.826)
N (-0.332, 0.242, 0.973)
C (-0.281, -1.017, 0.216)
O (1.087, -1.501, 0.281)
C (1.579, -1.671, -1.057)
C (3.096, -1.373, -1.164)
O (3.361, 0.021, -0.773)
C (4.031, 0.164, 0.428)
O (4.917, -0.570, 0.824)
C (0.781, -0.744, -1.953)
O (0.845, -1.139, -3.344)
C (0.291, -0.285, -4.225)
O (-0.243, 0.785, -4.001)
C (-0.572, -0.826, -1.275)
O (-1.209, -2.025, -1.730)
C (-2.344, -1.898, -2.462)
O (-2.839, -2.790, -3.148)
C (-1.200, 0.598, 1.989)
N (-2.339, -0.161, 2.338)
C (-3.378, -0.522, 1.486)
O (-3.288, -0.358, 0.262)
H (-0.922, 4.541, 4.463)
H (-0.056, 4.303, 2.924)
H (1.359, 1.340, 0.131)
H (-0.978, -1.751, 0.661)
H (1.399, -2.711, -1.338)
H (3.589, -2.076, -0.510)
H (3.384, -1.565, -2.205)
H (3.795, 1.060, 1.069)
H (1.080, 0.300, -1.828)
H (0.299, -0.588, -5.275)
H (-1.153, 0.094, -1.379)
H (-2.873, -0.922, -2.450)
H (-2.639, -0.078, 3.324)
H (-4.326, -0.910, 1.906)

Values from the calculation:
SMILES string = NC(=S)c1ncn([C@@H]2O[C@H](COC=O)[C@@H](OC=O)[C@H]2OC=O)c1NC=O
highest occupied orbital energy = -8.7 eV
largest force on an atom = 3.1 eV Å⁻¹
orbital gap = 0.313 hartree
energy relative to the best compared isomer or geometry (same formula, charge and spin) = 0.000 eV
molecular weight = 386.34 Da


# 3
# C5H8Cl12

A molecular structure, C5H8Cl12 (ωB97M-V/def2-TZVPD, the OMol25 dataset).

Element x y z (Å)
C (-0.546, 1.349, 2.532)
Cl (0.957, 0.553, 3.130)
Cl (-0.917, 2.690, 3.672)
Cl (-1.912, 0.231, 2.406)
H (-0.286, 1.673, 1.525)
C (-1.534, -1.922, -0.744)
Cl (-2.140, -3.575, -0.353)
Cl (0.189, -2.068, -1.131)
Cl (-1.825, -0.925, 0.643)
H (-2.150, -1.601, -1.584)
C (-2.708, 0.337, -2.178)
Cl (-1.245, 0.726, -1.160)
Cl (-2.668, -1.257, -2.915)
H (-3.588, 0.382, -1.537)
H (-2.763, 1.111, -2.943)
C (4.004, 0.029, 1.069)
Cl (4.000, -1.600, 1.727)
Cl (2.369, 0.569, 0.520)
H (4.254, 0.681, 1.905)
H (4.707, 0.177, 0.250)
C (0.747, 0.298, -0.996)
Cl (0.269, 1.114, 0.512)
Cl (1.007, 1.644, -2.187)
H (1.741, -0.134, -0.882)
H (0.038, -0.479, -1.281)

Values from the calculation:
highest occupied orbital energy = -8.6 eV
largest force on an atom = 13.5 eV Å⁻¹
orbital gap = 0.326 hartree
energy relative to the best compared isomer or geometry (same formula, charge and spin) = 20.548 eV
molecular weight = 493.56 Da


# 4
# C33H47F12I2N4O12

A molecular structure, C33H47F12I2N4O12 (ωB97M-V/def2-TZVPD, the OMol25 dataset).

Element x y z (Å)
C (2.099, -4.029, 0.863)
C (1.411, -2.762, 0.091)
C (-0.133, -3.157, -0.173)
N (-1.006, -1.953, -0.490)
C (-2.231, -2.328, -1.248)
C (-3.552, -1.629, -0.591)
O (-4.534, -1.506, -1.400)
C (-0.232, -0.856, -1.078)
N (0.299, -0.762, -2.442)
C (-0.657, -0.228, -3.441)
I (-2.544, 0.763, -3.058)
C (-0.262, -0.357, -4.830)
C (1.129, -1.037, -5.267)
I (-1.541, 0.422, -6.441)
N (0.090, 0.159, -0.237)
C (0.942, 1.333, -0.570)
C (0.295, 2.504, -1.435)
C (-1.002, 3.218, -0.809)
C (-0.616, 3.950, 0.595)
C (-1.914, 4.439, 1.431)
O (-1.385, 4.914, 2.732)
C (-1.340, 3.729, 3.549)
C (-2.730, 3.364, 4.317)
O (-0.319, 3.009, 3.730)
O (-0.342, 0.070, 1.065)
C (-1.636, 0.629, 1.220)
N (-2.789, 0.983, 1.382)
H (3.142, -3.682, 1.197)
H (1.462, -4.244, 1.790)
H (2.121, -4.887, 0.108)
H (1.538, -1.864, 0.790)
H (1.976, -2.597, -0.902)
H (-0.564, -3.758, 0.711)
H (-0.176, -3.819, -1.129)
H (-2.398, -3.465, -1.058)
H (-2.184, -2.211, -2.383)
H (-3.622, -1.320, 0.509)
H (0.637, -1.715, -2.672)
H (0.919, -2.040, -5.775)
H (1.887, -1.089, -4.405)
H (1.602, -0.326, -6.055)
H (1.893, 0.925, -1.099)
H (1.332, 1.781, 0.424)
H (1.104, 3.337, -1.511)
H (0.044, 2.243, -2.526)
H (-1.937, 2.563, -0.742)
H (-1.272, 4.087, -1.532)
H (0.127, 3.356, 1.231)
H (-0.066, 4.925, 0.285)
H (-2.676, 3.592, 1.544)
H (-2.353, 5.374, 0.909)
H (-3.482, 3.093, 3.497)
H (-2.581, 2.554, 5.109)
H (-3.086, 4.370, 4.770)
C (-7.945, 2.559, -3.828)
C (-6.784, 3.437, -3.406)
O (-5.941, 3.734, -4.531)
C (-6.348, 4.750, -5.327)
O (-7.353, 5.389, -5.148)
C (-5.339, 4.986, -6.447)
F (-4.920, 3.836, -7.022)
F (-4.229, 5.614, -5.997)
F (-5.832, 5.748, -7.441)
H (-7.582, 1.658, -4.330)
H (-8.542, 2.265, -2.962)
H (-8.595, 3.078, -4.536)
H (-6.165, 2.903, -2.681)
H (-7.127, 4.356, -2.922)
C (6.413, 3.685, 2.226)
C (5.538, 2.458, 2.057)
O (5.191, 2.271, 0.672)
C (6.116, 1.648, -0.092)
O (7.183, 1.265, 0.312)
C (5.598, 1.474, -1.517)
F (5.000, 2.587, -1.996)
F (4.677, 0.483, -1.598)
F (6.570, 1.162, -2.394)
H (5.928, 4.564, 1.793)
H (6.611, 3.874, 3.283)
H (7.368, 3.562, 1.710)
H (4.601, 2.597, 2.601)
H (6.013, 1.569, 2.459)
C (9.556, -2.093, 6.070)
C (9.154, -0.632, 6.126)
O (8.168, -0.339, 5.123)
C (6.891, -0.644, 5.441)
O (6.551, -1.141, 6.484)
C (5.950, -0.237, 4.310)
F (6.417, -0.584, 3.090)
F (5.754, 1.104, 4.276)
F (4.728, -0.796, 4.418)
H (9.889, -2.361, 5.064)
H (10.362, -2.300, 6.777)
H (8.711, -2.744, 6.309)
H (10.022, -0.005, 5.907)
H (8.795, -0.351, 7.120)
C (-4.773, -4.589, 0.645)
C (-4.988, -5.397, -0.620)
O (-4.569, -6.756, -0.430)
C (-5.463, -7.572, 0.176)
O (-6.550, -7.221, 0.558)
C (-4.910, -8.992, 0.270)
F (-3.621, -9.023, 0.675)
F (-4.951, -9.624, -0.924)
F (-5.597, -9.762, 1.134)
H (-3.733, -4.666, 0.978)
H (-5.016, -3.538, 0.479)
H (-5.395, -4.963, 1.462)
H (-4.373, -4.987, -1.426)
H (-6.028, -5.352, -0.955)

Values from the calculation:
highest occupied orbital energy = -11.6 eV
largest force on an atom = 6.8 eV Å⁻¹
orbital gap = 0.256 hartree
molecular weight = 1173.54 Da
net charge = +1


# 5
# C7H7N3O2S

C7H7N3O2S in the gas phase (ωB97M-V/def2-TZVPD, the OMol25 dataset).

Element x y z (Å)
C (-0.556, 1.788, -2.346)
C (0.600, -0.033, -3.051)
C (-0.807, 1.204, -1.101)
C (-0.237, -0.038, -1.002)
C (-0.389, 0.562, 1.812)
C (-1.541, 1.788, 0.068)
C (1.084, -2.182, 2.119)
N (0.126, 1.163, -3.287)
N (0.435, -0.666, -1.887)
N (-0.985, -0.543, 1.297)
O (0.357, 0.595, 2.761)
O (-0.739, 1.740, 1.229)
S (-0.697, -2.050, 1.754)
H (-0.914, 2.781, -2.586)
H (1.156, -0.537, -3.827)
H (-1.776, 2.845, -0.083)
H (-2.468, 1.216, 0.220)
H (1.637, -1.854, 1.243)
H (1.269, -3.231, 2.327)
H (1.327, -1.558, 2.974)

Values from the calculation:
highest occupied orbital energy (spin up / spin down) = -8.7 / -8.4 eV
largest force on an atom = 1.6 eV Å⁻¹
orbital gap (spin up / spin down) = 0.308 / 0.255 hartree
energy relative to the best compared isomer or geometry (same formula, charge and spin) = 2.224 eV
molecular weight = 197.22 Da


# 6
# C3H12O2S2

3 unconnected molecules or ions with the total composition C3H12O2S2 (ωB97M-V/def2-TZVPD, the OMol25 dataset).

Element x y z (Å)
C (0.658, -2.854, 1.128)
C (0.868, -1.389, 0.784)
C (0.302, -1.012, -0.578)
S (0.640, 0.710, -1.067)
S (-0.393, 1.799, 0.329)
H (-0.421, -3.044, 1.233)
H (1.110, -3.041, 2.108)
H (1.087, -3.503, 0.363)
H (0.396, -0.760, 1.529)
H (1.924, -1.124, 0.778)
H (0.777, -1.576, -1.375)
H (-0.773, -1.198, -0.646)
H (-1.612, 1.847, -0.209)
O (-0.845, 0.266, -4.916)
H (-0.819, 1.092, -5.419)
H (-1.320, -0.339, -5.495)
O (-0.836, 0.411, 5.072)
H (-1.599, 0.224, 5.632)
H (-0.347, 1.101, 5.531)

Values from the calculation:
SMILES string = CCCSS.O.O
highest occupied orbital energy = -8.7 eV
largest force on an atom = 0.6 eV Å⁻¹
orbital gap = 0.345 hartree
energy relative to the best compared isomer or geometry (same formula, charge and spin) = 0.534 eV
molecular weight = 144.26 Da


Number 1: DFT total energy -77313.545 eV. Number 2: DFT total energy -46883.153 eV. Number 3: DFT total energy -155563.108 eV. Number 4: DFT total energy -114309.308 eV. Number 5: DFT total energy -26769.649 eV. Number 6: DFT total energy -29071.137 eV.